Entry from the OMol25 dataset: a 3-piece molecular cluster, C5H12N2O2 overall (ωB97M-V with the def2-TZVPD basis set).

Structure (XYZ):
```
21
Properties=species:S:1:pos:R:3:forces:R:3
C 3.0455 -1.2625 -1.6697 0.18 0.24 0.04
C -0.5793 -1.2803 -1.0623 0.07 0.02 -0.07
C 0.8144 -0.7407 -1.1491 -0.09 -0.11 0.17
O 1.6793 -1.6607 -1.5931 -0.10 -0.18 -0.11
O 1.1562 0.3726 -0.8251 0.08 0.04 -0.08
H 3.4080 -0.9572 -0.6862 -0.01 -0.03 -0.09
H 3.5932 -2.1305 -2.0274 -0.05 0.04 0.02
H 3.1591 -0.4257 -2.3620 0.01 -0.08 0.06
H -0.8678 -1.3353 -0.0113 0.03 -0.05 -0.01
H -0.6382 -2.2612 -1.5226 -0.08 -0.01 -0.01
H -1.2669 -0.5852 -1.5383 -0.01 0.03 -0.06
C -2.8036 1.4492 1.0270 0.31 -0.36 -0.57
C -1.9902 0.5628 1.5754 -1.08 -0.50 0.25
N -0.1011 1.8501 1.4972 -0.50 1.38 -0.77
N -1.5971 -0.5166 2.0099 0.15 0.01 -0.08
H 0.3707 1.3881 0.7247 0.11 0.25 -0.03
H 0.5237 1.9345 2.2904 -0.13 0.46 -0.22
H -1.0319 -0.5304 2.8499 -0.14 0.16 0.14
H -2.4525 2.0700 0.2207 0.14 0.32 0.14
H -3.8670 1.3069 1.0832 -0.20 -0.10 0.35
H -0.5545 2.7521 1.1687 1.31 -1.51 0.92
```
Positions in Å, forces in eV/Å.

Summary:
relative energy (zero: lowest compared OMol25 entry of this formula, charge and spin)	66.9	kcal/mol
SMILES	COC(C)=O.C=C=N.N
gap between HOMO and LUMO	9.1	eV
strongest force on any atom	2.2	eV/A
charge	0
total energy	-457.6423	hartree